i:
The following is a quantum chemistry calculation of 2 unconnected molecules or ions with the total composition C4H8N3O2, from the OMol25 dataset.

Positions of all 17 atoms, in Å:
C1 -0.28552 0.09081 -0.04401
C2 -1.36564 -0.70720 0.56345
C3 1.10159 1.90824 0.89138
C4 0.50268 -0.94795 -1.92741
N1 -0.63576 0.83327 2.11075
N2 0.05253 0.94728 0.86607
N3 -0.13743 -2.07343 -1.92699
O1 -1.94065 -1.70809 0.16266
O2 -1.60307 -0.10046 1.82733
H1 0.95022 2.86742 1.32021
H2 1.62667 2.16134 0.02773
H3 1.97328 1.54650 1.49847
H4 1.57518 -1.09446 -1.62992
H5 0.15315 -0.19506 -2.69562
H6 -1.08406 1.57739 2.66923
H7 -1.13494 -2.24140 -2.22712
H8 0.25178 -2.86421 -1.48620

Its molecular weight is 130.13 g mol⁻¹. Its charge is +1. As for the spin multiplicity: 1. For the HOMO-LUMO gap, the calculation gives 9.38 eV.

=====

ii:
The following is a quantum chemistry calculation of 2 unconnected molecules or ions with the total composition C4H8N3O2, from the OMol25 dataset.

Positions of all 17 atoms, in Å:
C1 1.58105 -1.54439 -0.06141
C2 1.17384 -2.96456 0.28473
C3 -2.23901 1.98564 -0.56389
C4 -1.46883 1.69788 0.52767
N1 2.50889 1.69472 0.26522
N2 1.59007 1.17015 -0.08094
N3 0.52840 0.59396 -0.26866
O1 2.68601 -1.10835 -0.28444
O2 0.39776 -0.79846 -0.16517
H1 2.04355 -3.44820 0.79289
H2 0.79606 -3.50573 -0.62854
H3 0.31854 -3.05746 1.05698
H4 -2.16665 2.99009 -0.85825
H5 -1.86715 1.43953 -1.50294
H6 -3.29504 1.60591 -0.47127
H7 -0.78346 2.40798 0.78780
H8 -1.80405 0.84130 1.17023

Its molecular weight is 130.13 g mol⁻¹. Its charge is +1. As for the spin multiplicity: 1. For the HOMO-LUMO gap (alpha / beta), the calculation gives 7.46 / 7.46 eV.

=====

iii:
The following is a quantum chemistry calculation of 2 unconnected molecules or ions with the total composition C4H8N3O2, from the OMol25 dataset.

Positions of all 17 atoms, in Å:
C1 1.06695 1.44068 1.19903
C2 1.21260 2.15316 2.48329
C3 -0.25209 -2.29301 -2.50185
C4 -0.02861 -1.48858 -1.31135
N1 -0.87022 1.46078 2.08152
N2 -0.17373 1.12262 1.01593
N3 -0.81558 -0.57873 -0.88375
O1 2.14767 2.61349 3.04564
O2 -0.09232 2.16838 2.97505
H1 1.85502 1.21520 0.51232
H2 0.61458 -2.19634 -3.16350
H3 -0.27557 -3.35199 -2.23140
H4 -1.16129 -2.02758 -3.03838
H5 0.87896 -1.67302 -0.74050
H6 -0.60033 0.07442 -0.06881
H7 -1.83861 1.75459 2.03947
H8 -1.66742 -0.39406 -1.41270

Its molecular weight is 130.13 g mol⁻¹. Its charge is +1. As for the spin multiplicity: 1. For the HOMO-LUMO gap, the calculation gives 8.92 eV.

=====

Least stable = ii

=====

i:
The following is a quantum chemistry calculation of a gas-phase ion, C5H12NO (charge -2), from the OMol25 dataset.

Positions of all 19 atoms, in Å:
C1 -2.62941 0.89386 0.61265
N1 -1.77288 -0.04108 -0.11181
C2 -0.32131 0.13116 0.11941
C3 0.40876 -1.13234 -0.29079
C4 1.89009 -1.23755 0.22048
O1 2.73926 -0.26910 -0.11481
C5 0.23474 1.35483 -0.58763
H1 -2.66380 1.91205 0.22130
H2 -2.32825 0.96569 1.65847
H3 -3.68182 0.56350 0.62092
H4 -1.91319 0.14498 -1.10108
H5 -0.16091 0.28360 1.18873
H6 -0.13233 -2.02570 0.06525
H7 0.37134 -1.21820 -1.38975
H8 1.75195 -1.36043 1.33887
H9 2.18418 -2.28286 -0.11921
H10 0.36212 1.13801 -1.64404
H11 1.19843 1.65367 -0.18529
H12 -0.49587 2.16766 -0.50533

Its molecular weight is 102.16 g mol⁻¹. The expectation value of S² is 0.75. Its charge is -2. As for the spin multiplicity: 2. For the HOMO-LUMO gap (alpha / beta), the calculation gives 3.03 / 6.87 eV.

=====

ii:
The following is a quantum chemistry calculation of a molecular structure, C5H12NO, from the OMol25 dataset.

Positions of all 19 atoms, in Å:
C1 2.97483 1.76214 -0.36850
N1 3.54570 0.56316 0.18563
C2 -0.89731 -0.22486 0.09418
C3 -2.03848 -1.23149 -0.05644
C4 -3.45851 -0.68233 0.26210
O1 -3.88160 0.28115 -0.54704
C5 0.53971 -0.65838 -0.06763
H1 2.27221 1.46359 -1.17280
H2 3.66277 2.49531 -0.84387
H3 2.28711 2.31112 0.33326
H4 4.29088 0.87741 0.81554
H5 -1.11460 0.51660 0.86530
H6 -1.66821 -0.58207 -0.98742
H7 -1.74564 -2.28061 0.03880
H8 -4.11179 -1.60757 0.27317
H9 -3.38873 -0.52607 1.40401
H10 0.70910 -1.21507 -0.99450
H11 0.77339 -1.42145 0.69959
H12 1.24917 0.15942 0.06661

Its molecular weight is 102.16 g mol⁻¹. The expectation value of S² is 0.75. Its charge is -2. As for the spin multiplicity: 2. For the HOMO-LUMO gap (alpha / beta), the calculation gives 5.72 / 5.70 eV.

=====

Least stable = ii

=====

i:
The following is a quantum chemistry calculation of 2 unconnected molecules or ions with the total composition C4H5NO2, from the OMol25 dataset.

Positions of all 12 atoms, in Å:
C1 -0.79882 2.06268 1.63694
C2 -1.79605 1.46023 1.35997
O1 -2.88169 0.81166 1.05014
C3 -3.54934 1.26127 -0.11440
H1 0.08031 2.54659 1.93002
H2 -2.90335 1.18555 -0.99448
H3 -4.41400 0.61099 -0.23716
H4 -3.88108 2.29836 -0.00368
N1 5.24803 -3.73546 -1.12524
C4 4.84665 -2.64081 -1.36810
O2 4.42283 -1.65791 -1.79926
H5 5.62650 -4.20315 -0.33473

Its molecular weight is 99.09 g mol⁻¹. As for the spin multiplicity: 1. For the HOMO-LUMO gap, the calculation gives 10.09 eV.

=====

ii:
The following is a quantum chemistry calculation of a molecular structure, C4H5NO2, from the OMol25 dataset.

Positions of all 12 atoms, in Å:
O1 1.62494 0.98721 1.67503
C1 1.88640 0.53097 0.59257
C2 0.84134 0.19572 -0.47213
O2 1.15038 -0.60378 -1.32716
N1 -0.75238 -0.48791 0.40272
C3 -1.56347 -1.28521 -0.14283
C4 -0.57310 0.84121 -0.09080
H1 2.91434 0.31031 0.25256
H2 -2.49371 -0.95195 -0.59984
H3 -1.29926 -2.33843 -0.19151
H4 -1.35893 1.20876 -0.77701
H5 -0.37654 1.59311 0.67839

Its molecular weight is 99.09 g mol⁻¹. As for the spin multiplicity: 1. For the HOMO-LUMO gap, the calculation gives 9.01 eV.

=====

iii:
The following is a quantum chemistry calculation of a single C4H5NO2 molecule, from the OMol25 dataset.

Positions of all 12 atoms, in Å:
O1 1.51672 2.13714 0.48913
C1 0.81315 1.01131 0.91127
C2 0.24739 0.16809 -0.22401
N1 0.37039 0.34292 -1.44839
O2 -0.68205 -1.78941 -2.12515
C3 -1.00982 -1.84733 -0.94625
C4 -0.76989 -0.84554 0.03134
H1 0.93762 2.66802 -0.07309
H2 1.51075 0.37036 1.45868
H3 -0.02199 1.24938 1.58971
H4 -1.46760 -2.76912 -0.53544
H5 -1.44466 -0.69584 0.87220

Its molecular weight is 99.09 g mol⁻¹. As for the spin multiplicity: 1. For the HOMO-LUMO gap (alpha / beta), the calculation gives 7.25 / 8.97 eV.

=====

Least stable = iii

=====

i:
The following is a quantum chemistry calculation of a gas-phase ion, C4H10N2OS (charge -2), from the OMol25 dataset.

Positions of all 18 atoms, in Å:
N1 1.99316 0.00842 1.27014
C1 1.05765 0.84589 0.53854
C2 -0.18893 0.10471 -0.00180
C3 -0.00885 -0.02345 -1.53191
S1 1.32600 -1.13576 -2.10427
N2 -1.37720 0.90739 0.25111
C4 -1.83777 0.84456 1.72308
O1 -2.42829 -0.30768 2.08616
H1 2.30933 -0.75190 0.67811
H2 1.59927 -0.36727 2.12720
H3 1.61011 1.39938 -0.22734
H4 0.65152 1.62522 1.18385
H5 -0.24145 -0.88823 0.45291
H6 0.15386 1.01789 -1.83396
H7 -0.95612 -0.36553 -1.96910
H8 -2.17731 0.43668 -0.17196
H9 -0.93861 1.00110 2.33659
H10 -2.54489 1.70669 1.74830

Its molecular weight is 134.20 g mol⁻¹. Its charge is -2. As for the spin multiplicity: 1. For the HOMO-LUMO gap, the calculation gives 5.77 eV.

=====

ii:
The following is a quantum chemistry calculation of a gas-phase ion, C4H10N2OS (charge -2), from the OMol25 dataset.

Positions of all 18 atoms, in Å:
N1 -1.74104 1.81085 -0.71262
C1 -1.64316 0.65249 0.24399
C2 -0.09110 -0.01840 0.16715
C3 0.08686 -0.92808 -1.03270
S1 0.35829 -0.18310 -2.87298
N2 -0.02395 -0.63034 1.48988
C4 1.21075 -0.00355 2.37689
O1 1.50124 -0.73490 3.38111
H1 -1.57223 1.50436 -1.66464
H2 -1.09379 2.59989 -0.34518
H3 -2.38902 -0.12987 0.15890
H4 -1.76128 1.14710 1.30401
H5 0.66242 0.82068 0.10740
H6 -0.75187 -1.67993 -1.12576
H7 1.05442 -1.48407 -0.89035
H8 0.28320 -1.58782 1.38704
H9 2.02274 0.13641 1.55065
H10 0.77766 1.00366 2.46396

Its molecular weight is 134.20 g mol⁻¹. Its charge is -2. As for the spin multiplicity: 1. For the HOMO-LUMO gap, the calculation gives 5.95 eV.

=====

Least stable = ii

=====

i:
The following is a quantum chemistry calculation of a single C8H12N2O2 molecule, from the OMol25 dataset.

Positions of all 24 atoms, in Å:
C1 -0.07044 -0.71100 0.42150
C2 0.02901 0.69233 0.27875
C3 -1.35116 -1.06182 0.18419
C4 -1.25372 1.16319 0.03755
C5 2.14693 0.06462 0.03459
C6 2.21090 -0.42408 -1.35411
C7 3.24607 -0.41042 0.92329
C8 -3.58820 0.22698 -0.03792
N1 -2.08068 0.08460 -0.04894
N2 1.36520 1.17523 0.32105
O1 -1.95398 -2.23053 0.00272
O2 -1.72513 2.41620 0.02163
H1 2.60667 -1.48420 -1.27858
H2 3.07117 0.23115 -1.60845
H3 1.28415 -0.25478 -1.88681
H4 3.65211 0.38940 1.53577
H5 3.88541 -1.03280 0.28034
H6 2.72922 -1.08414 1.51827
H7 -3.90088 -0.81177 -0.35045
H8 -4.00017 0.50759 0.94931
H9 -3.90209 1.06825 -0.70048
H10 1.64153 1.83596 1.16427
H11 -1.35484 -2.91094 -0.48709
H12 -2.68707 2.56097 0.07961

Its molecular weight is 168.20 g mol⁻¹. As for the spin multiplicity: 1. For the HOMO-LUMO gap, the calculation gives 6.69 eV.

=====

ii:
The following is a quantum chemistry calculation of 2 unconnected molecules or ions with the total composition C8H12N2O2, from the OMol25 dataset.

Positions of all 24 atoms, in Å:
C1 -1.94430 -0.34834 0.42776
C2 -2.56869 0.23709 1.53161
C3 -0.48429 -0.19811 2.14266
C4 -0.59868 -0.55057 0.77310
C5 0.33101 -1.47916 -1.34372
C6 0.22004 1.93526 -1.40949
C7 1.32343 1.01236 -1.15091
C8 0.59058 -0.95550 0.02739
N1 -1.66984 0.34102 2.56330
N2 1.68787 -1.27756 0.78250
O1 1.56866 -1.92583 -1.83965
O2 -0.58942 -1.43842 -2.12794
H1 -2.39278 -0.37782 -0.58402
H2 -3.59011 0.59590 1.55191
H3 0.25432 -0.41478 2.85057
H4 0.38190 3.00787 -1.45823
H5 -0.36486 1.69469 -0.52083
H6 -0.31876 1.64567 -2.39381
H7 2.08396 1.46289 -0.54137
H8 1.79062 0.61880 -2.09230
H9 -1.92806 0.58664 3.56266
H10 2.28230 -2.00933 0.48362
H11 1.88840 -1.63768 -2.63323
H12 2.04670 -0.52512 1.39841

Its molecular weight is 168.20 g mol⁻¹. As for the spin multiplicity: 1. For the HOMO-LUMO gap (alpha / beta), the calculation gives 7.54 / 7.54 eV.

=====

Least stable = i

=====

i:
The following is a quantum chemistry calculation of a single C8H12N2O2 molecule, from the OMol25 dataset.

Positions of all 24 atoms, in Å:
C1 -1.56340 -1.27711 1.52034
C2 -1.06101 -0.99127 0.16105
O1 -1.53686 -1.55650 -0.79533
C3 -0.08660 0.09855 -0.05088
C4 -1.07356 1.24224 -0.81762
C5 -1.81078 2.03087 0.12702
O2 -1.03274 1.30819 -2.00453
N1 0.42982 0.85516 1.10395
N2 1.62133 1.19968 1.07621
C6 2.20493 0.69613 -0.21537
C7 1.16295 -0.23453 -0.82683
C8 1.60856 -1.67802 -0.88925
H1 -1.16943 -0.58914 2.25354
H2 -0.99582 -2.23113 1.80799
H3 -2.70437 -1.45102 1.62202
H4 -2.44840 1.61863 0.84522
H5 -2.33139 2.77107 -0.47875
H6 -1.04470 2.48783 0.66017
H7 3.21208 0.28730 0.06679
H8 2.40175 1.62233 -0.81517
H9 0.99867 0.00040 -1.82484
H10 2.67798 -1.74137 -1.12703
H11 1.00748 -2.25150 -1.43070
H12 1.53350 -2.21679 0.03198

Its molecular weight is 168.20 g mol⁻¹. As for the spin multiplicity: 1. For the HOMO-LUMO gap, the calculation gives 10.03 eV.

=====

ii:
The following is a quantum chemistry calculation of a single C8H12N2O2 molecule, from the OMol25 dataset.

Positions of all 24 atoms, in Å:
C1 3.09948 0.30252 0.84963
C2 1.59503 0.23631 0.63538
C3 0.87068 -0.71753 -0.15544
N1 -0.47327 -0.64940 -0.24444
C4 -1.16502 0.34096 0.21959
C5 -2.60684 0.15463 0.16319
O1 -3.17870 1.01483 1.14492
C6 -3.15554 0.75203 -1.22125
C7 -2.45756 0.23790 -2.56635
O2 -4.55256 0.47532 -1.44050
N2 -0.57708 1.26025 1.01392
C8 0.72518 1.20870 1.17495
H1 3.29414 -0.74002 0.97857
H2 3.56804 0.81268 0.05944
H3 3.30181 0.83895 1.78249
H4 1.34104 -1.62607 -0.57700
H5 -2.86141 -0.91151 0.30569
H6 -2.53769 1.48770 1.52231
H7 -2.96650 1.81270 -1.17486
H8 -1.34587 0.42586 -2.61266
H9 -2.68126 -0.79905 -2.54243
H10 -3.06999 0.63248 -3.40805
H11 -4.98659 0.44543 -0.56104
H12 1.26542 1.88238 1.89276

Its molecular weight is 168.20 g mol⁻¹. As for the spin multiplicity: 1. For the HOMO-LUMO gap, the calculation gives 10.01 eV.

=====

Least stable = i

=====

i:
The following is a quantum chemistry calculation of a molecular structure, C4H2N2O, from the OMol25 dataset.

Positions of all 9 atoms, in Å:
N1 0.63051 -0.38527 1.01762
C1 0.36818 0.85273 1.36926
O1 0.47074 1.63826 2.27402
C2 -0.16356 1.02184 0.06620
C3 -0.64571 0.94573 -1.06429
C4 -0.72227 -0.12203 -1.74018
N2 -0.72270 -1.21273 -2.20925
H1 -0.22001 -1.72288 -1.43648
H2 1.00482 -1.01567 1.72310

Its molecular weight is 94.07 g mol⁻¹. As for the spin multiplicity: 1. For the HOMO-LUMO gap, the calculation gives 8.73 eV.

=====

ii:
The following is a quantum chemistry calculation of a single C4H2N2O molecule, from the OMol25 dataset.

Positions of all 9 atoms, in Å:
N1 -2.41676 -1.75016 0.02182
C1 -1.34672 -1.41108 0.24637
C2 -0.10121 -0.88969 0.45258
C3 1.12628 -0.55450 0.84112
N2 0.20813 0.53622 0.37966
C4 0.24646 1.26158 -0.83828
O1 -0.56347 1.12056 -1.72323
H1 2.01407 -0.61329 1.36107
H2 0.83322 2.30036 -0.74110

Its molecular weight is 94.07 g mol⁻¹. As for the spin multiplicity: 1. For the HOMO-LUMO gap, the calculation gives 8.43 eV.

=====

iii:
The following is a quantum chemistry calculation of a single C4H2N2O molecule, from the OMol25 dataset.

Positions of all 9 atoms, in Å:
N1 2.91554 -0.01243 -0.17814
C1 1.75249 -0.12136 0.08794
C2 0.34707 -0.01892 0.21193
C3 -0.40647 1.06023 0.10691
O1 -1.71908 0.65581 -0.11468
C4 -1.69711 -0.65007 -0.04914
N2 -0.51918 -1.11441 0.04190
H1 -0.29562 2.18836 -0.05689
H2 -2.70214 -1.16626 -0.21772

Its molecular weight is 94.07 g mol⁻¹. As for the spin multiplicity: 1. For the HOMO-LUMO gap, the calculation gives 10.93 eV.

=====

Least stable = i

=====

i:
The following is a quantum chemistry calculation of a single C7H8N4S molecule, from the OMol25 dataset.

Positions of all 20 atoms, in Å:
C1 3.62791 0.26726 0.17292
S1 2.88007 -1.37228 -0.25853
C2 1.07530 -1.05456 -0.21054
N1 0.96555 0.33139 -0.39914
C3 -0.26382 0.81920 -0.11069
C4 -0.66769 2.28005 -0.04683
N2 -1.21225 -0.14696 -0.13225
N3 -2.42419 0.22865 -0.21965
C5 -3.21810 -0.94066 -0.06930
C6 -2.37797 -2.10766 0.05050
C7 -1.06563 -1.52350 -0.01013
N4 0.10026 -2.04834 0.00890
H1 3.00769 0.73109 1.19533
H2 3.80490 0.93858 -0.73978
H3 4.71320 0.10794 0.74414
H4 -1.68485 2.28924 0.56241
H5 0.36933 2.52852 0.63524
H6 -0.88372 2.80474 -1.15539
H7 -4.26444 -0.82123 -0.18269
H8 -2.48154 -3.31149 0.16549

Its molecular weight is 180.24 g mol⁻¹. As for the spin multiplicity: 1. For the HOMO-LUMO gap, the calculation gives 7.93 eV.

=====

ii:
The following is a quantum chemistry calculation of a molecular structure, C7H8N4S, from the OMol25 dataset.

Positions of all 20 atoms, in Å:
C1 -2.85703 -1.16159 -1.09895
C2 -2.34167 1.15139 0.16450
C3 -1.11477 -2.57414 -0.79369
C4 -2.21461 -0.19965 -0.36127
C5 -0.86538 -0.58399 0.08369
C6 0.81456 0.64449 1.48868
C7 3.63237 1.18409 -0.31309
N1 -2.32041 -2.31089 -1.30332
N2 -1.30229 1.48857 0.86713
N3 -0.31569 -1.76511 -0.14500
N4 -0.35114 0.48524 0.76520
S1 3.17923 0.38866 1.14759
H1 -3.67440 -0.87761 -1.71960
H2 -3.12456 1.81632 0.08161
H3 -0.63706 -3.47241 -1.07020
H4 1.11929 0.20821 2.37021
H5 0.94651 1.67932 1.74802
H6 3.56023 2.25460 -0.37555
H7 3.13391 0.66451 -1.17355
H8 4.73292 0.97998 -0.36243

Its molecular weight is 180.24 g mol⁻¹. As for the spin multiplicity: 1. For the HOMO-LUMO gap, the calculation gives 8.14 eV.

=====

Least stable = i